(1)
{"formula": "C45H47F6N3O2SSi", "method": "ωB97M-V with the def2-TZVPD basis set", "symbols": ["C", "C", "O", "H", "C", "C", "N", "H", "C", "H", "C", "H", "C", "C", "C", "C", "C", "H", "H", "H", "C", "H", "C", "H", "C", "H", "H", "C", "H", "C", "C", "C", "H", "H", "H", "C", "F", "H", "H", "C", "H", "S", "H", "C", "N", "H", "H", "H", "H", "C", "Si", "C", "C", "C", "H", "H", "C", "H", "F", "H", "C", "F", "H", "C", "H", "C", "H", "C", "C", "H", "C", "N", "H", "C", "C", "F", "H", "C", "H", "C", "C", "H", "H", "C", "C", "F", "H", "H", "C", "C", "H", "O", "H", "C", "H", "C", "H", "H", "C", "H", "H", "F", "H", "H", "C"], "positions_angstrom": [[-5.1264, 3.9703, -1.4937], [-7.7114, 6.5298, 4.5470], [-2.9175, -2.4031, -1.2349], [-4.2040, -4.0756, -1.3791], [0.9445, -0.5971, 4.5561], [-7.5541, -2.0441, 3.3808], [-1.1632, -3.4496, -1.9845], [5.2547, 2.2869, -4.7515], [5.6401, 0.4610, -5.7893], [6.0169, -1.2508, -7.0084], [-8.2417, 5.6217, 3.6414], [2.5537, -4.7035, 0.0879], [-5.1120, 3.0770, -0.4320], [3.5515, -5.3939, -2.0877], [6.0981, 2.9296, 0.7697], [-1.0931, -1.4420, 3.5786], [-7.6219, -2.2893, 4.7453], [-9.3077, 5.5962, 3.4603], [3.7041, -5.0727, 1.3684], [-5.8028, 4.8149, -1.5101], [5.6194, 0.6154, 2.2382], [5.4366, -0.2910, 2.7999], [0.7496, -1.0712, -2.2450], [-5.9281, 7.2676, 5.4835], [-4.2266, 2.0080, -0.4339], [-2.7044, 2.5855, -3.4130], [-8.3646, 7.2152, 5.0702], [7.0390, 2.4745, 1.6827], [2.2559, 0.5102, -2.1960], [5.3973, 1.8173, -5.7160], [-6.3434, 6.5581, 4.7809], [-6.0510, 4.7870, 3.2157], [3.9368, -6.0402, -2.8691], [7.5418, 0.9641, 3.1209], [3.2353, -3.4310, 1.0764], [5.8250, -0.1860, -6.9936], [5.6956, -0.2548, -4.6463], [1.7247, -0.0543, -0.6132], [1.4801, -0.1818, 5.3987], [1.5985, -0.7945, 3.3489], [-7.8006, 4.0317, 2.2508], [-0.7882, -0.8586, -1.2709], [5.1580, 3.6152, -6.8524], [3.1212, -1.3511, -1.5084], [-2.2505, -4.3332, -1.9763], [2.7125, -2.3755, -3.4184], [0.9130, -2.1353, -2.3268], [-0.9167, -0.7686, 5.6106], [5.4735, 2.4947, -9.0315], [5.5206, 1.9201, -8.1162], [4.9476, -3.1749, -2.7862], [-6.3359, -2.1060, 2.7205], [-6.4691, -2.6010, 5.4529], [-3.3556, 1.8271, -1.4999], [0.5512, -0.6355, -3.2133], [-4.4348, 5.6800, 4.2867], [-5.2478, -2.6725, 4.7994], [-8.4518, -1.8039, 2.8276], [-4.2688, 4.6355, -3.5803], [-4.3381, -2.9207, 5.3306], [-7.4077, 4.7435, 2.9651], [-5.2374, 3.9339, 2.5617], [-6.5201, -2.7892, 6.5165], [-1.5999, -2.3592, -1.5485], [7.9601, 3.0241, 1.8207], [5.7601, 0.5537, -8.1652], [5.8964, 0.0608, -9.1182], [3.4546, -4.3678, 0.5868], [5.3415, 2.5502, -6.8923], [6.2673, 3.8234, 0.1840], [-0.4027, -0.9249, 4.6715], [4.6517, -4.5056, -1.6596], [3.8930, -1.1194, -3.4753], [-5.2043, -2.4219, 3.4435], [3.5372, -1.9374, -2.8623], [-4.0160, -2.4857, 2.8037], [-6.2593, -1.9104, 1.6589], [4.6709, 1.0717, 1.3361], [-5.7896, 3.2157, 0.3948], [4.6401, -4.1079, -0.3128], [0.8988, -1.3189, 2.2899], [3.9998, -0.8810, -1.0828], [-8.5729, -2.2375, 5.2581], [-5.5028, 5.6787, 4.1147], [-3.3698, 2.7116, -2.5689], [1.5509, -1.5251, 1.1272], [3.7381, 0.5424, 1.1835], [2.7639, -2.1487, -0.8675], [-4.2548, 3.7704, -2.5454], [-0.4340, -1.6376, 2.3744], [6.2381, -2.5066, -2.5477], [5.6001, -3.5009, 0.1530], [-2.6627, 0.9950, -1.4978], [1.9538, -0.3562, -1.6229], [5.0617, -3.8063, -4.1236], [-3.2247, -3.6819, -1.5312], [2.6479, -0.5575, 3.2252], [-2.1369, -1.6908, 3.6621], [6.8027, 1.3189, 2.4153], [-0.9449, -2.0354, 1.5089], [-4.2143, 1.3157, 0.3983], [4.0033, 2.6565, -0.2678], [2.7159, -4.8579, -2.5339], [3.2162, -6.0449, -1.2974], [4.9257, 2.2189, 0.6141]], "atomic_forces_ev_per_a": [[-0.127, 0.135, -0.001], [-0.044, 0.039, 0.030], [-0.472, 0.551, 0.368], [-0.467, 0.213, 0.161], [-0.291, -0.054, -0.087], [0.049, -0.026, 0.107], [0.913, -1.819, -0.789], [0.019, -0.031, 0.005], [-0.013, 0.111, -0.163], [-0.012, 0.007, 0.032], [0.095, 0.051, 0.054], [-0.093, -0.023, -0.079], [0.098, -0.089, -0.190], [0.630, -0.021, -0.705], [0.052, 0.172, -0.090], [0.353, 0.167, 0.244], [-0.049, 0.002, 0.035], [-0.006, -0.008, -0.023], [0.200, -0.257, 0.109], [0.010, -0.003, -0.032], [0.084, 0.125, -0.016], [-0.008, -0.020, -0.024], [-0.295, 0.491, 0.089], [0.019, -0.007, 0.011], [-0.012, -0.043, 0.050], [-0.008, 0.031, 0.000], [0.003, 0.002, 0.001], [-0.083, -0.106, 0.024], [-0.070, 0.252, -0.178], [-0.034, 0.108, 0.187], [-0.097, -0.049, -0.056], [-0.123, 0.132, 0.106], [0.111, -0.133, -0.164], [0.006, 0.000, -0.005], [0.002, 0.290, 0.153], [0.032, -0.210, -0.020], [0.062, 0.013, -0.016], [-0.160, 0.424, 0.248], [0.024, -0.016, 0.001], [0.429, 0.110, 0.206], [0.022, -0.012, 0.013], [0.287, 0.470, 0.172], [-0.013, 0.007, 0.020], [-0.423, -0.072, -0.816], [1.281, -1.018, -0.634], [-0.247, -0.150, 0.040], [-0.029, -0.235, -0.076], [-0.003, -0.005, 0.002], [0.001, -0.003, -0.003], [-0.003, 0.037, -0.050], [0.592, 0.104, -0.591], [0.008, 0.038, -0.213], [-0.064, 0.028, -0.108], [-0.095, 0.020, 0.081], [-0.149, -0.250, -0.384], [-0.002, -0.015, -0.033], [0.185, -0.044, 0.109], [0.003, 0.014, -0.019], [-0.002, 0.016, -0.019], [0.005, 0.007, -0.026], [-0.073, -0.130, -0.132], [0.008, -0.004, 0.088], [0.019, -0.014, 0.009], [-0.385, 1.567, 0.443], [0.009, 0.011, -0.021], [-0.021, 0.107, 0.062], [0.015, -0.018, 0.000], [-0.224, -0.136, -0.210], [0.019, -0.108, -0.072], [-0.028, -0.003, 0.001], [0.034, 0.030, -0.056], [-1.170, 0.277, 0.834], [0.219, 0.200, -0.347], [-0.203, 0.019, 0.098], [0.265, -0.106, 0.335], [-0.065, -0.048, -0.066], [0.027, -0.010, 0.010], [-0.293, -0.188, -0.057], [-0.023, 0.033, 0.036], [1.266, 0.388, 0.227], [-0.064, 0.043, 0.132], [0.081, 0.111, 0.430], [-0.002, 0.001, -0.003], [0.197, 0.019, 0.043], [0.120, -0.028, -0.140], [0.100, -0.079, -0.078], [0.006, 0.003, -0.028], [0.180, -0.168, 0.359], [0.007, -0.125, 0.164], [-0.388, -0.207, -0.132], [-0.079, -0.018, 0.247], [-0.753, -0.258, -0.484], [-0.081, 0.110, -0.056], [0.343, -0.842, 0.344], [-0.116, -0.116, 0.041], [-0.723, 0.239, 0.282], [-0.013, 0.019, 0.028], [-0.079, -0.016, -0.010], [0.044, -0.008, 0.037], [-0.002, -0.021, -0.002], [0.011, 0.006, 0.001], [-0.016, -0.007, -0.030], [-0.322, 0.111, 0.206], [-0.103, -0.026, 0.265], [0.179, -0.052, 0.153]], "mulliken_charge": [-0.64, -0.55, -0.23, 0.45, -0.43, -0.36, -0.03, 0.47, 0.43, 0.42, -0.36, 0.42, -0.05, -1.02, -0.53, -0.26, -0.54, 0.36, 0.40, 0.42, -0.37, 0.40, -0.85, 0.36, -1.03, 0.44, 0.36, -0.35, 0.60, -0.49, -0.29, 0.52, 0.28, 0.38, 0.01, -0.47, -0.22, 0.30, 0.41, -0.55, 0.39, -0.31, 0.36, -0.68, -0.73, 0.42, 0.41, 0.39, 0.37, -0.56, 0.42, -0.54, -0.35, 0.19, 0.34, 0.41, -0.44, 0.37, -0.32, 0.43, -0.48, -0.26, 0.36, 0.54, 0.36, -0.33, 0.36, -0.95, -0.35, 0.43, -0.74, 0.05, 0.30, 0.44, -0.68, -0.22, 0.46, 0.06, 0.37, 0.58, 0.23, 0.56, 0.37, -0.47, -0.67, 0.28, 0.27, 0.15, 0.42, -0.56, -0.14, -0.61, 0.35, -0.65, -0.28, 0.08, 0.27, 0.56, -0.66, 0.45, 0.55, -0.30, 0.30, 0.48, 0.28], "gap_ev": 9.5632, "smiles": "CC(=O)N(C)[SiH2]CCCCSc1nnco1.Fc1ccccc1.Fc1ccccc1.Fc1ccccc1.Fc1ccccc1.Fc1ccccc1.Fc1ccccc1", "max_force_ev_per_a": 2.183, "total_energy_ha": -3344.5465}

***

(2)
{"formula": "C6H16NOS", "method": "ωB97M-V with the def2-TZVPD basis set", "symbols": ["C", "H", "C", "H", "C", "H", "H", "H", "H", "H", "H", "H", "C", "H", "H", "N", "H", "C", "H", "H", "C", "O", "H", "H", "S"], "positions_angstrom": [[-3.2505, -0.1326, -1.3432], [3.0131, 0.8505, -0.9743], [1.3354, -1.0830, -0.7404], [-1.1960, 0.4172, 1.9971], [-0.1299, 0.7357, 0.0638], [1.5096, 2.0731, -0.9966], [-1.9273, -1.9132, 1.1781], [-2.3765, -0.6693, -1.5517], [2.7934, 0.0759, 1.4992], [1.1446, 0.4184, 2.0901], [-4.3180, -0.5455, -1.3576], [-3.3943, 0.8504, -1.8659], [1.7144, -0.2272, 1.4554], [1.3770, -1.3096, 1.8199], [1.2762, -0.8689, -1.7766], [1.2212, 0.1537, 0.0777], [2.5273, 1.7948, 0.3867], [2.0594, 1.2414, -0.4399], [-0.4535, 0.5978, -1.0486], [-0.3760, 1.7956, 0.3130], [-1.4222, -0.0224, 0.9653], [-1.1836, -1.3638, 0.8391], [0.6798, -1.8796, -0.4066], [2.3193, -1.6310, -0.4969], [-2.9429, 0.6415, 0.3131]], "atomic_forces_ev_per_a": [[-2.716, 3.045, 1.151], [-2.000, 0.435, 0.421], [1.878, -1.975, 0.878], [-1.038, -0.737, -1.021], [-5.398, -1.647, -1.494], [0.597, -1.809, 0.256], [0.544, 0.672, -0.186], [0.659, -1.165, -1.022], [-1.016, -1.055, 0.192], [0.068, 0.580, 0.766], [2.037, -0.336, 0.168], [0.659, -1.303, -0.474], [-0.442, -0.931, 1.065], [1.165, 2.244, -1.371], [-0.205, 0.209, -0.896], [0.416, -0.421, 0.881], [-0.531, -0.223, 0.132], [3.053, 1.867, -1.163], [0.446, 0.418, 1.900], [1.550, -0.623, 0.008], [3.396, 2.150, -0.908], [-0.668, -1.617, 0.406], [-0.875, 0.634, -0.108], [-0.920, 1.567, -0.558], [-0.659, 0.021, 0.977]], "nbo_charge": [-0.73, 0.25, -0.42, 0.20, -0.29, 0.26, 0.51, 0.23, 0.24, 0.22, 0.26, 0.24, -0.42, 0.27, 0.23, -0.27, 0.24, -0.45, 0.22, 0.27, -0.03, -0.75, 0.27, 0.24, 0.20], "total_charge": 1, "gap_ev": 9.6028, "smiles": "CS[C@@H](O)C[N+](C)(C)C", "max_force_ev_per_a": 5.838, "e_above_lowest_kcal_mol": 43.0, "total_energy_ha": -766.0432}

***

(3)
{"formula": "C6H12O2", "method": "ωB97M-V with the def2-TZVPD basis set", "symbols": ["O", "C", "H", "C", "C", "H", "C", "H", "H", "H", "H", "H", "O", "H", "H", "H", "H", "C", "C", "H"], "positions_angstrom": [[-0.4777, 1.0389, 1.7371], [-1.1347, -1.6804, -0.2327], [1.2811, -0.6936, 2.3957], [1.7328, 1.1243, 0.2840], [-1.5585, 0.7583, -0.7779], [-2.3700, 0.7951, -0.0531], [0.1442, 0.2035, 1.0789], [1.4398, -1.0103, -0.8527], [-1.9606, 0.5027, -1.7607], [-1.6076, -1.9563, -1.1775], [2.6720, 0.8299, -0.1884], [0.9060, 0.4961, -1.7948], [0.6822, -0.9390, 1.6796], [-1.1211, 1.7548, -0.8254], [2.0237, 1.2720, 1.3250], [-1.8858, -1.6966, 0.5573], [-0.3845, -2.4327, 0.0039], [-0.5403, -0.2827, -0.3429], [0.7720, -0.1597, -0.9422], [1.3870, 2.0758, -0.1131]], "atomic_forces_ev_per_a": [[1.783, 0.179, -0.444], [0.075, 0.076, -0.214], [-0.215, 0.189, 0.131], [0.890, -0.332, -2.275], [0.203, -0.155, 0.040], [-0.022, 0.002, -0.043], [-5.424, -2.197, 0.239], [-0.071, 0.068, -0.187], [-0.015, -0.004, -0.013], [-0.088, -0.033, 0.011], [0.138, 0.238, -0.189], [0.138, -0.240, -0.232], [0.858, 0.525, -0.638], [0.038, 0.013, 0.009], [-0.607, -0.458, 0.163], [-0.048, -0.013, -0.067], [0.038, 0.057, 0.024], [0.096, 0.397, 2.638], [2.205, 1.715, 0.985], [0.028, -0.024, 0.061]], "nbo_charge": [-0.66, -0.60, 0.48, -0.75, -0.60, 0.24, 0.79, 0.23, 0.20, 0.21, 0.22, 0.21, -0.74, 0.22, 0.25, 0.23, 0.22, -0.23, -0.14, 0.22], "gap_ev": 8.8508, "max_force_ev_per_a": 5.857, "e_above_lowest_kcal_mol": 96.6, "total_energy_ha": -386.1663}